[1]
{"formula": "C3H5F2NS", "method": "ωB97M-V/def2-TZVPD", "species": ["C", "C", "C", "N", "F", "F", "S", "H", "H", "H", "H", "H"], "xyz": [[-1.454, 0.263, -0.152], [1.269, -1.293, -0.346], [0.857, 0.030, 0.169], [-1.761, 1.392, 0.470], [1.133, 0.469, 1.491], [1.416, 1.060, -0.669], [-2.040, -0.915, -1.050], [1.732, -1.934, 0.498], [0.423, -1.866, -0.726], [2.105, -0.929, -0.959], [-0.954, 1.981, 0.697], [-2.726, 1.743, 0.575]], "atomic_forces_ev_per_a": [[3.2748, -0.2507, 0.2821], [1.7700, -0.1803, 2.7501], [-2.6074, 3.2173, 0.1966], [0.1230, -0.0762, -0.1739], [-0.2646, -1.1916, -2.2460], [-0.8912, -1.4143, 1.4988], [-0.4802, 0.2869, 0.3743], [-0.7547, 1.0932, -1.1616], [0.1429, 0.2868, -0.7108], [-0.4015, -1.2297, -0.7354], [-0.8140, -0.2405, 0.2036], [0.9028, -0.3010, -0.2777]], "nbo_charge": [0.052, -0.761, 0.689, -0.803, -0.369, -0.393, -0.019, 0.242, 0.268, 0.260, 0.427, 0.407], "orbital_gap_ev": 8.431, "e_homo_ha": -0.2954, "energy_ha": -769.88318}

=====

[2]
{"formula": "C5H10N3S", "method": "ωB97M-V/def2-TZVPD", "species": ["C", "C", "C", "C", "C", "N", "N", "N", "S", "H", "H", "H", "H", "H", "H", "H", "H", "H", "H"], "xyz": [[-1.631, -1.786, -1.190], [-0.545, -1.221, -0.555], [-1.522, -2.124, -2.548], [0.488, -1.095, -1.384], [-2.746, -2.618, -3.353], [-0.387, -2.004, -3.205], [0.589, -1.438, -2.574], [0.704, 2.401, 4.253], [4.194, 0.234, 0.047], [-2.518, -2.071, -0.611], [-0.522, -0.742, 0.399], [-3.252, -1.656, -3.714], [-3.501, -3.055, -2.713], [-2.405, -3.243, -4.202], [3.562, 0.417, 1.194], [0.942, 1.377, 4.124], [1.162, 2.950, 3.563], [0.901, 2.694, 5.123], [5.510, 0.412, 0.345]], "atomic_forces_ev_per_a": [[0.0110, -0.6223, -0.4262], [-0.2070, 1.6615, 2.7889], [-1.8088, -0.7718, 0.4107], [0.4811, -2.0282, -6.7598], [0.7357, 1.8534, -0.2992], [-0.2185, -0.6815, -3.1419], [0.7453, 1.9027, 5.9783], [-1.1560, -3.4898, -3.6441], [0.1805, -0.1953, -1.1563], [0.2883, 0.5332, -0.1800], [-0.4069, -0.4074, 0.8685], [0.7891, -1.2964, 0.0620], [0.1431, -0.5356, 0.1053], [-0.4789, 0.4076, 0.5937], [0.4957, 0.2000, 0.6843], [-0.2593, 1.9657, 0.3849], [0.4614, 0.3693, -0.3955], [0.9680, 1.1430, 3.6464], [-0.7638, -0.0081, 0.4798]], "nbo_charge": [-0.126, -0.269, 0.239, 0.624, -0.642, -0.144, -0.058, -1.068, -0.328, 0.292, 0.294, 0.264, 0.247, 0.274, 0.143, 0.351, 0.358, 0.360, 0.191], "orbital_gap_ev": [3.888, 3.887], "e_homo_ha": [-0.4442, -0.4442], "energy_ha": -758.51038, "charge": 1}

=====

Q: Which energy relative to the best compared isomer or geometry (same formula, charge and spin) values were calculated for the entries above? A: 241.9, 554.5, in kJ/mol.